Computed, not measured: C24H31NO4 in the gas phase, with ωB97M-V/def2-TZVPD.

Structure (ORCA input):
```
! RIJCOSX wB97M-V def2-TZVPD def2/J DEFGRID3
* xyz 0 1
C -2.9049 -1.6690 1.2725
C -3.4834 -1.9808 0.1284
C -3.1283 -3.1699 -0.7193
O -2.0092 -3.9061 -0.2771
C -0.7700 -3.3497 -0.3737
C -0.4788 -2.1312 -0.9770
C 0.8238 -1.6659 -1.0023
C 1.8618 -2.3883 -0.4340
C 1.5678 -3.6193 0.1427
C 0.2742 -4.0956 0.1752
H 0.0422 -5.0484 0.6251
H 2.3616 -4.2166 0.5687
C 3.2602 -1.8348 -0.4376
N 3.4759 -0.9102 0.6764
C 3.5539 -1.6096 1.9412
H 2.6314 -2.1693 2.0867
H 4.4023 -2.3102 1.9930
H 3.6488 -0.8857 2.7499
C 4.6102 -0.0344 0.4277
H 5.3712 -0.5142 -0.2068
C 4.1335 1.2562 -0.2710
O 5.1466 1.8319 -1.0581
H 5.8482 2.1595 -0.4835
C 3.5719 2.2428 0.7718
O 2.6409 3.1518 0.2397
C 1.3596 2.7331 0.0188
C 0.8451 1.4893 0.3675
C -0.4890 1.2078 0.1249
C -1.3262 2.1248 -0.4911
C -0.8006 3.3635 -0.8416
C 0.5192 3.6690 -0.5860
H 0.9315 4.6293 -0.8535
H -1.4314 4.0954 -1.3258
C -2.7666 1.7887 -0.7487
H -2.8782 0.7131 -0.8923
H -3.1180 2.2909 -1.6522
C -3.6514 2.2071 0.4297
C -5.0593 1.6648 0.3178
O -5.3596 0.7610 -0.4206
C -6.0611 2.3468 1.2159
H -5.6403 2.5206 2.2027
H -6.9665 1.7506 1.2928
H -6.3160 3.3122 0.7811
H -3.2270 1.8088 1.3564
H -3.6803 3.2935 0.5294
H -0.8764 0.2404 0.4103
H 1.4656 0.7222 0.8038
H 4.3877 2.8679 1.1530
H 3.1379 1.6843 1.6085
H 3.3388 1.0044 -0.9798
H 5.0876 0.2284 1.3764
H 3.4174 -1.2767 -1.3628
H 3.9922 -2.6611 -0.4034
H 1.0294 -0.7153 -1.4710
H -1.2558 -1.5318 -1.4242
H -3.9576 -3.8865 -0.6876
H -3.0021 -2.8581 -1.7665
H -4.2897 -1.3814 -0.2726
H -3.2151 -0.8111 1.8439
H -2.1054 -2.2588 1.6904
*
```

calculated total energy: -1288.79541 Ha
E_HOMO: -8.2 eV
relative energy (zero: lowest compared OMol25 entry of this formula, charge and spin): 1.957 eV
SMILES: C=CCOc1ccc(CN(C)C[C@H](O)COc2ccc(CCC(C)=O)cc2)cc1
LUMO: 0.7416 eV
orbital gap: 8.919 eV

Per-atom Löwdin charges, elementary charge units: 0.02 -0.15 -0.20 -0.05 -0.28 -0.02 -0.03 -0.22 -0.05 0.00 0.12 0.11 -0.15 -0.21 -0.08 0.08 0.09 0.08 -0.16 0.13 -0.34 -0.01 0.10 -0.14 -0.03 -0.26 -0.01 -0.04 -0.24 -0.04 0.00 0.12 0.11 -0.15 0.10 0.13 -0.12 -0.45 0.08 -0.02 0.08 0.08 0.09 0.13 0.13 0.10 0.09 0.14 0.12 0.15 0.12 0.12 0.13 0.11 0.11 0.13 0.13 0.09 0.05 0.07

***

Computed, not measured: C3H5NS2 in the gas phase in a non-equilibrium geometry, with ωB97M-V/def2-TZVPD.

Structure (ORCA input):
```
! RIJCOSX wB97M-V def2-TZVPD def2/J DEFGRID3
* xyz 0 1
C -1.0613 0.5139 -1.1050
C -0.2585 -0.3425 1.1661
C 0.9300 0.3906 0.7185
N -0.2411 0.4037 -0.0798
S -1.1113 0.9878 -2.7061
S 2.1316 -0.9163 0.1927
H -2.1485 0.1334 -0.8880
H -0.4139 -1.4465 0.9641
H -0.8988 0.1274 1.8195
H 1.3767 1.2641 0.9955
H 1.6951 -1.1157 -1.0775
*
```

calculated total energy: -968.32073 Ha
E_HOMO: -8.2 eV
relative energy (zero: lowest compared OMol25 entry of this formula, charge and spin): 3.384 eV
SMILES: S=CN1C[C@H]1S
LUMO: 0.4385 eV
orbital gap: 8.670 eV

Per-atom Löwdin charges, elementary charge units: -0.74 -0.13 -0.50 -0.15 0.52 0.73 0.08 0.14 0.09 0.08 -0.12

***

Computed, not measured: 2 unconnected molecules or ions with the total composition C5H12O, with ωB97M-V/def2-TZVPD.

Structure (ORCA input):
```
! RIJCOSX wB97M-V def2-TZVPD def2/J DEFGRID3
* xyz 0 1
C 0.5165 -2.1661 -0.1421
C 0.8537 -0.7830 0.3454
C -0.7179 0.7146 -1.7477
C 0.0833 -0.0750 1.1632
C 0.3925 1.3298 1.6160
O -1.6274 0.6723 -0.6648
H 1.0630 -2.9265 0.4270
H -0.5563 -2.3669 -0.0372
H 0.7801 -2.3100 -1.1987
H 1.7876 -0.3417 -0.0098
H 0.2350 1.2347 -1.5348
H -0.4580 -0.3206 -1.9980
H -1.1903 1.1730 -2.6255
H -0.8385 -0.5177 1.5429
H -0.5120 1.8987 1.8721
H 0.9443 1.8955 0.8514
H 1.0152 1.2894 2.5162
H -1.7880 1.5662 -0.3378
*
```

calculated total energy: -272.89218 Ha
E_HOMO: -8.7 eV
relative energy (zero: lowest compared OMol25 entry of this formula, charge and spin): 1.537 eV
SMILES: C/C=C/C.CO
LUMO: 1.0015 eV
orbital gap: 9.689 eV

Per-atom Löwdin charges, elementary charge units: -0.11 -0.22 -0.16 -0.22 -0.11 -0.13 0.07 0.08 0.07 0.11 0.08 0.07 0.08 0.11 0.07 0.07 0.07 0.08

***

Computed, not measured: a molecular structure, C5H9NO2 in a non-equilibrium geometry, with ωB97M-V/def2-TZVPD.

Structure (ORCA input):
```
! RIJCOSX wB97M-V def2-TZVPD def2/J DEFGRID3
* xyz 0 1
C -0.0813 0.8448 0.2683
C -0.0137 1.6921 -0.9873
C 1.8605 -0.5991 -0.3200
N -0.8923 -1.6295 1.1021
C 0.8975 -1.4671 -0.5608
C -0.3984 -1.0074 -0.0270
O -1.3676 1.0558 0.8447
O 2.8506 0.0161 -0.1842
H -1.3493 1.3324 1.7694
H 0.7099 1.0888 0.9875
H -0.2112 -1.9302 1.7862
H -1.8468 -1.9590 1.0946
H 1.0310 -2.4026 -1.0835
H -1.1695 -0.7942 -0.7622
H -0.1762 2.7460 -0.7435
H -0.7911 1.3950 -1.6941
H 0.9480 1.6181 -1.4901
*
```

calculated total energy: -401.05746 Ha
E_HOMO: -8.2 eV
relative energy (zero: lowest compared OMol25 entry of this formula, charge and spin): 3.246 eV
LUMO: 0.8713 eV
orbital gap: 9.092 eV

Per-atom Löwdin charges, elementary charge units: -0.33 -0.07 -0.23 0.06 -0.06 -0.33 -0.09 0.17 0.09 0.12 0.10 0.09 0.11 0.13 0.08 0.08 0.07

***

Computed, not measured: a gas-phase ion, C26H40FN2O8 (charge +1) in a non-equilibrium geometry, with ωB97M-V/def2-TZVPD.

Structure (ORCA input):
```
! RIJCOSX wB97M-V def2-TZVPD def2/J DEFGRID3
* xyz 1 1
C -0.9730 5.1982 5.5151
C -2.2477 4.7714 6.2277
O -2.6514 3.4755 5.7921
C -2.9791 2.5868 6.8325
C -3.8407 1.4633 6.2923
O -3.3213 1.1094 5.0107
O -4.2210 0.1027 4.4751
C -3.4263 -1.0099 4.4228
O -3.3108 -1.7988 5.2868
C -2.6513 -1.1003 3.1439
C -1.3080 -0.7805 3.1073
N -0.6263 -0.4067 4.2831
C -0.1908 0.7431 4.3535
O 0.2132 1.8201 4.5139
C -0.6480 -0.8999 1.9077
N -1.2773 -1.2782 0.7900
C -0.4438 -1.4009 -0.4354
C -0.2419 -2.8231 -0.9335
C 0.5359 -2.7724 -2.2635
C 1.6941 -3.7798 -2.3738
C 2.8034 -3.2783 -3.3211
C 4.0535 -2.7790 -2.5883
C 3.9740 -1.3363 -2.0809
C 3.4231 -0.2876 -3.0589
C 3.9071 -0.3817 -4.5170
C 2.7798 -0.2124 -5.5492
C 2.6336 1.1962 -6.1566
C 2.7607 2.3413 -5.1800
O 1.5588 2.4156 -4.4266
C 1.6693 3.0191 -3.1552
C -2.5989 -1.5363 0.7780
C -3.3026 -1.8460 -0.5130
C -4.4799 -0.9346 -0.7870
O -5.6197 -1.1747 -0.6848
F -4.0276 0.2618 -1.2164
C -3.2891 -1.4737 1.9775
O -4.6244 -1.6753 2.0138
H -0.4206 5.8974 6.1383
H -1.1785 5.6752 4.5613
H -0.3517 4.3227 5.3410
H -2.0776 4.7825 7.3046
H -3.0590 5.4644 6.0028
H -3.5605 3.0987 7.6024
H -2.0738 2.1843 7.2971
H -4.8842 1.7535 6.1967
H -3.7707 0.6036 6.9600
H 0.4114 -0.7154 1.8404
H 0.5379 -1.0184 -0.1703
H -0.8333 -0.7371 -1.2046
H -1.1839 -3.3429 -1.0903
H 0.3096 -3.3950 -0.1890
H -0.1589 -2.8907 -3.0925
H 0.9722 -1.7765 -2.3686
H 1.3106 -4.7322 -2.7309
H 2.1012 -3.9150 -1.3721
H 3.1016 -4.0994 -3.9715
H 2.3759 -2.5177 -3.9708
H 4.9183 -2.9018 -3.2370
H 4.2048 -3.4245 -1.7237
H 4.9486 -1.0180 -1.7150
H 3.3181 -1.3363 -1.2017
H 3.7313 0.6864 -2.6720
H 2.3341 -0.2663 -3.0195
H 4.3990 -1.3316 -4.7100
H 4.6598 0.3877 -4.6754
H 1.8211 -0.4920 -5.1114
H 2.9476 -0.9073 -6.3718
H 3.3246 1.3089 -6.9900
H 1.6296 1.2679 -6.5753
H 2.9023 3.2708 -5.7421
H 3.6214 2.2414 -4.5171
H 1.2688 2.3399 -2.4014
H 2.7030 3.2474 -2.8943
H 1.1042 3.9506 -3.1312
H -3.6393 -2.8800 -0.5243
H -2.6186 -1.7096 -1.3430
H -4.8517 -2.6138 1.9892
*
```

calculated total energy: -1825.62099 Ha
E_HOMO: -11.5 eV
relative energy (zero: lowest compared OMol25 entry of this formula, charge and spin): 0.000 eV
SMILES: CCOCCOOC(=O)c1c([N+]#C[O-])c[n+](CCCCCCCCCCCCOC)c(CC(=O)F)c1O
LUMO: -4.3854 eV
orbital gap: 7.137 eV

Per-atom Löwdin charges, elementary charge units: -0.06 -0.25 -0.15 -0.19 -0.13 -0.05 0.05 -0.41 0.25 0.05 -0.14 0.21 -0.23 0.24 0.08 0.04 -0.11 -0.16 -0.18 -0.18 -0.19 -0.20 -0.20 -0.21 -0.19 -0.19 -0.17 -0.24 -0.18 -0.11 -0.07 0.01 -0.45 0.22 0.12 -0.17 0.12 0.08 0.07 0.06 0.11 0.12 0.13 0.13 0.14 0.13 0.16 0.13 0.14 0.11 0.12 0.12 0.09 0.11 0.10 0.11 0.09 0.11 0.11 0.11 0.10 0.10 0.08 0.10 0.11 0.10 0.11 0.12 0.12 0.13 0.10 0.07 0.08 0.09 0.15 0.12 0.16

***

Computed, not measured: C3H2F4 in the gas phase in a non-equilibrium geometry, with ωB97M-V/def2-TZVPD.

Structure (ORCA input):
```
! RIJCOSX wB97M-V def2-TZVPD def2/J DEFGRID3
* xyz 0 1
C -1.1261 -0.8435 0.0901
C -0.3528 0.2886 0.0345
C 1.1616 0.3557 -0.1497
H -0.8814 -1.9074 0.2801
H 1.4420 1.5358 -0.4801
F -2.5089 -0.4840 0.2545
F -1.1435 1.5454 -0.2645
F 1.5948 -0.6566 -0.8820
F 1.8143 0.1660 1.1172
*
```

calculated total energy: -514.88063 Ha
E_HOMO: -10.8 eV
relative energy (zero: lowest compared OMol25 entry of this formula, charge and spin): 2.350 eV
SMILES: F/C=C(\F)C(F)F
LUMO: 0.1522 eV
orbital gap: 10.981 eV

Per-atom Löwdin charges, elementary charge units: 0.04 -0.07 -0.32 0.14 0.22 -0.04 -0.05 0.10 -0.02

***

Computed, not measured: a molecular structure, C18H21HfN5O2S in a non-equilibrium geometry, with ωB97M-V/def2-TZVPD.

Structure (ORCA input):
```
! RIJCOSX wB97M-V def2-TZVPD def2/J DEFGRID3
* xyz 4 1
N 0.5427 2.1283 -0.8039
C 0.4967 3.2596 -0.5799
C 0.5158 4.6696 -0.2969
H -0.5060 5.0599 -0.2335
H 1.0441 5.2041 -1.0943
H 1.0307 4.8595 0.6516
N 1.8166 -1.3052 -0.8351
C 2.7613 -1.9775 -0.9292
C 3.9370 -2.7882 -0.9585
H 4.6643 -2.3835 -1.6698
H 3.6908 -3.8096 -1.2643
H 4.3994 -2.8200 0.0320
N -1.6842 -1.7827 -0.8680
C -2.7861 -2.1225 -0.7056
C -4.0785 -2.6207 -0.3437
H -3.9770 -3.3874 0.4305
H -4.5718 -3.0660 -1.2132
H -4.7105 -1.8134 0.0392
Hf -0.0836 -0.0057 -2.0243
C 0.1013 -1.9487 1.5087
O 0.4714 -3.0247 1.3791
C 2.2077 0.6924 1.2400
O 3.1279 0.2675 1.7701
C 0.5938 1.2495 -3.6057
C -0.8221 1.3206 -3.4990
C -1.5939 0.1221 -3.5061
C -0.9402 -1.1305 -3.6371
C 0.4789 -1.2054 -3.6969
C 1.2524 -0.0126 -3.6728
H 1.1905 2.1559 -3.6061
H -1.3199 2.2833 -3.4077
H -2.6773 0.1715 -3.4237
H -1.5192 -2.0483 -3.6661
H 0.9679 -2.1703 -3.7473
H 2.3323 -0.0624 -3.7028
C -1.4405 -0.9468 4.1883
N -0.7146 0.3020 3.9509
C 0.0201 0.9806 4.9112
C 0.5734 2.0648 4.2995
N 0.1811 2.0080 2.9726
C -0.6057 0.9148 2.7330
S -1.1816 0.3235 1.2526
H -2.1758 -1.0888 3.3914
H -0.7551 -1.8046 4.2174
H -1.9570 -0.8724 5.1540
H 0.0693 0.6301 5.9324
H 1.1898 2.8602 4.6913
H 0.4437 2.6702 2.2454
*
```

calculated total energy: -1567.24862 Ha
E_HOMO (spin up / spin down): -19.5 / -19.5 eV
LUMO (spin up / spin down): -16.5548 / -16.6143 eV
orbital gap (spin up / spin down): 2.951 / 2.875 eV

Per-atom Löwdin charges, elementary charge units: 0.08 -0.18 0.01 0.12 0.13 0.11 0.10 -0.16 0.02 0.13 0.13 0.13 0.09 -0.17 0.01 0.13 0.13 0.12 1.44 -0.07 0.14 -0.03 0.10 -0.12 -0.14 -0.14 -0.12 -0.14 -0.14 0.16 0.16 0.16 0.16 0.16 0.16 0.02 -0.06 0.11 0.10 0.11 -0.67 0.90 0.09 0.12 0.14 0.18 0.17 0.15

***

Computed, not measured: C3H7NO3 in the gas phase in a non-equilibrium geometry, with ωB97M-V/def2-TZVPD.

Structure (ORCA input):
```
! RIJCOSX wB97M-V def2-TZVPD def2/J DEFGRID3
* xyz 0 1
C 0.9393 -1.2804 -0.9436
C -1.7448 0.8939 -0.2821
C 1.2223 -0.4298 0.2201
N 0.3367 0.4917 0.6738
O 0.3133 1.0709 1.8449
O 2.3004 -0.5307 0.8580
O -0.9377 -0.0854 0.3042
H 0.1102 -1.8961 -0.6956
H 1.8320 -1.8055 -1.2810
H 0.4786 -0.7089 -1.7768
H -1.5364 1.8613 0.2285
H -2.7554 0.6583 -0.3763
H -1.3768 1.1013 -1.3203
H 0.8184 0.6594 2.5462
*
```

calculated total energy: -398.84478 Ha
E_HOMO: -9.6 eV
relative energy (zero: lowest compared OMol25 entry of this formula, charge and spin): 5.249 eV
SMILES: CON(O)C(C)=O
LUMO: 0.7913 eV
orbital gap: 10.429 eV

Per-atom Löwdin charges, elementary charge units: 0.01 -0.09 -0.44 -0.14 0.09 0.04 -0.14 0.08 0.10 0.10 0.10 0.07 0.09 0.12

***

Copy entry 4 word for word.
Computed, not measured: a molecular structure, C5H9NO2 in a non-equilibrium geometry, with ωB97M-V/def2-TZVPD.

Structure (ORCA input):
```
! RIJCOSX wB97M-V def2-TZVPD def2/J DEFGRID3
* xyz 0 1
C -0.0813 0.8448 0.2683
C -0.0137 1.6921 -0.9873
C 1.8605 -0.5991 -0.3200
N -0.8923 -1.6295 1.1021
C 0.8975 -1.4671 -0.5608
C -0.3984 -1.0074 -0.0270
O -1.3676 1.0558 0.8447
O 2.8506 0.0161 -0.1842
H -1.3493 1.3324 1.7694
H 0.7099 1.0888 0.9875
H -0.2112 -1.9302 1.7862
H -1.8468 -1.9590 1.0946
H 1.0310 -2.4026 -1.0835
H -1.1695 -0.7942 -0.7622
H -0.1762 2.7460 -0.7435
H -0.7911 1.3950 -1.6941
H 0.9480 1.6181 -1.4901
*
```

calculated total energy: -401.05746 Ha
E_HOMO: -8.2 eV
relative energy (zero: lowest compared OMol25 entry of this formula, charge and spin): 3.246 eV
LUMO: 0.8713 eV
orbital gap: 9.092 eV

Per-atom Löwdin charges, elementary charge units: -0.33 -0.07 -0.23 0.06 -0.06 -0.33 -0.09 0.17 0.09 0.12 0.10 0.09 0.11 0.13 0.08 0.08 0.07

***

> Look up the calculated total energy of the second one.

-968.32073 Ha

***

Copy entry 6 word for word.
Computed, not measured: C3H2F4 in the gas phase in a non-equilibrium geometry, with ωB97M-V/def2-TZVPD.

Structure (ORCA input):
```
! RIJCOSX wB97M-V def2-TZVPD def2/J DEFGRID3
* xyz 0 1
C -1.1261 -0.8435 0.0901
C -0.3528 0.2886 0.0345
C 1.1616 0.3557 -0.1497
H -0.8814 -1.9074 0.2801
H 1.4420 1.5358 -0.4801
F -2.5089 -0.4840 0.2545
F -1.1435 1.5454 -0.2645
F 1.5948 -0.6566 -0.8820
F 1.8143 0.1660 1.1172
*
```

calculated total energy: -514.88063 Ha
E_HOMO: -10.8 eV
relative energy (zero: lowest compared OMol25 entry of this formula, charge and spin): 2.350 eV
SMILES: F/C=C(\F)C(F)F
LUMO: 0.1522 eV
orbital gap: 10.981 eV

Per-atom Löwdin charges, elementary charge units: 0.04 -0.07 -0.32 0.14 0.22 -0.04 -0.05 0.10 -0.02